[1]
C16H52BInO14 as an isolated structure in a non-equilibrium geometry. Source: the Open Molecules 2025 dataset; level of theory: ωB97M-V/def2-TZVPD.

```
84
Properties=species:S:1:pos:R:3:forces:R:3
In -0.28202 2.78777 1.83866 -0.1 -1.1 -1.3
O 2.36606 1.12884 2.03850 -1.0 -0.6 0.2
O -4.16461 1.70838 0.06080 0.1 -1.4 -0.2
O 1.72254 0.78470 -2.51942 0.2 0.5 -0.4
O -1.86908 2.95836 -0.76920 1.0 0.3 0.6
O -1.27163 0.87571 -2.97395 0.6 0.3 -1.6
O -0.76257 -2.14930 1.07154 1.2 1.0 0.6
O -0.21591 5.16042 -0.07736 -1.1 0.3 0.6
O 2.66049 -4.38835 4.31414 -0.5 0.2 -0.8
O 2.11176 3.25357 -0.02006 -1.7 0.8 0.7
O 1.71458 -2.75235 1.97537 0.6 -1.0 0.3
O -2.95586 1.41707 2.79591 0.6 0.5 -0.6
O -0.39278 0.16758 3.41427 0.5 0.6 -0.5
O 3.65086 -3.05467 -0.18469 -0.8 0.2 -0.2
O -4.01849 1.32446 -2.59309 -0.7 0.1 0.6
C -2.71518 0.03096 2.65233 0.9 -0.7 1.5
C 3.26243 -1.89540 -0.88842 2.2 -0.7 0.3
C -4.73502 0.35396 -1.83570 0.3 0.2 0.1
C -0.23943 1.09957 -3.93576 -1.1 -1.5 0.3
C 0.99785 0.18911 -3.54020 1.3 1.2 -0.8
C 2.37364 -4.90421 2.98162 1.0 0.8 1.5
C -1.51938 -2.80841 0.11743 -1.9 -1.0 0.4
C 1.30140 -4.09027 2.30683 0.1 -0.7 0.5
C 3.35582 2.01676 1.70931 2.2 2.3 -2.1
C -1.61914 -0.43912 3.68257 -1.9 -0.8 -0.4
C -4.21113 0.30958 -0.39677 0.6 1.9 0.2
C -0.75704 -3.06026 -1.13677 0.6 -0.8 -0.2
C -1.33639 5.36980 -0.96582 1.4 -1.3 -1.0
C -1.53907 3.94301 -1.69826 -1.2 1.9 -0.2
C 4.33641 -1.72958 -1.91486 -0.2 0.4 -1.0
C 3.27924 2.56200 0.22671 1.1 -1.6 0.4
B -0.10445 0.43877 -0.31173 -0.5 0.9 0.1
H -0.20645 0.26189 0.74777 -0.5 -1.4 4.3
H -2.37802 -2.15083 -0.01833 -0.5 -0.3 -0.6
H -2.36135 -0.21726 1.65169 0.1 0.5 0.0
H 2.08125 -5.94109 3.14743 -0.3 -0.1 -0.7
H 1.31191 0.51256 -1.69546 0.2 -0.1 0.9
H -1.26006 -3.63601 -1.91368 -0.4 0.4 0.0
H -4.77801 -0.26681 0.33434 -0.1 -0.3 -0.4
H -4.62141 -0.61558 -2.32064 -0.4 -0.2 0.1
H 3.31557 1.75710 -0.50740 -0.1 -0.9 0.2
H -3.12753 1.01008 -2.76321 0.4 -0.3 -0.4
H 2.82424 0.39794 2.45974 -0.5 -0.4 0.2
H 1.68399 0.30954 -4.37854 -0.2 -0.4 -0.6
H 3.08302 -3.01791 0.58850 -0.4 -0.5 1.1
H 2.25115 -2.00748 -1.27939 -0.6 0.2 -0.2
H -1.87848 -0.29658 4.73162 -0.5 0.6 0.1
H -3.16913 -0.00887 -0.42719 0.1 -0.1 0.2
H -0.61640 -1.32236 0.60633 0.6 0.6 0.7
H 0.82294 -0.86063 -3.30451 -0.7 0.1 -0.3
H -0.69746 3.61989 -2.31094 0.5 0.3 0.4
H -1.05973 0.31734 -0.79850 -3.8 -0.4 -0.9
H 2.08988 3.57814 -0.92326 0.0 0.1 -0.1
H -2.71464 2.56185 -0.99152 -1.0 -0.2 0.3
H 3.43727 2.87413 2.37743 -0.6 0.3 0.2
H 0.07777 -3.70936 -0.87248 0.4 0.2 0.0
H -2.35957 4.10737 -2.39671 -0.2 -0.1 -0.1
H 0.44057 -4.12390 2.97461 -0.2 0.5 0.0
H -5.77089 0.67698 -1.73215 -0.1 0.0 -0.6
H 5.31202 -1.78181 -1.43157 -0.1 0.2 0.0
H 1.02499 -4.68356 1.43522 -0.1 0.3 -0.5
H 0.91808 -2.34873 1.62286 -0.5 0.2 -0.2
H 0.65155 -0.19911 -0.74279 3.3 -2.7 -0.6
H 4.20923 -0.78595 -2.44541 0.2 0.2 0.0
H 3.33532 -1.07065 -0.17950 -0.6 0.5 0.1
H -2.24585 5.78975 -0.53614 0.1 -0.8 0.8
H -3.66346 -0.49063 2.78193 0.1 -0.4 0.2
H 0.19955 1.46408 -0.45509 1.2 4.1 -1.1
H -3.57296 1.54960 3.51924 0.0 0.1 0.2
H 0.03674 2.14994 -4.02829 0.3 -0.1 0.3
H 0.20666 -0.37203 3.93495 0.8 0.3 0.0
H -1.00999 6.17422 -1.62499 -0.2 -0.4 -0.7
H -1.86085 -3.69005 0.65982 -0.2 -0.4 -0.7
H 3.36452 -4.93876 4.66484 0.1 0.0 0.2
H 4.16087 3.11480 -0.09768 0.2 0.5 0.8
H 3.31301 -4.84769 2.43163 0.0 -0.2 -0.4
H 4.35557 1.59336 1.80598 0.1 -0.4 -0.2
H -1.48621 -1.52042 3.64803 -0.2 -0.3 -0.6
H -5.05832 1.92620 0.33548 -0.1 0.3 0.1
H -0.38106 -2.11053 -1.51723 0.0 -0.1 -0.3
H -0.84352 0.82530 -2.11617 -0.2 0.4 1.0
H 0.51339 5.60762 -0.51293 0.4 -0.1 0.3
H -0.62966 0.73657 -4.88658 0.1 0.1 -0.1
H 4.30604 -2.51014 -2.67507 -0.1 -0.1 0.1
```
Positions in Å, forces in eV/Å.

Net charge: +2
Electronic energy, eV: -51922.163
HOMO level, Eh: -0.5207
Maximum force, eV/Å: 4.496

These are the Löwdin partial charges, in e, on atoms 1 to 4: In 1.406; O -0.082; O -0.081; O -0.020

***

[2]
A 10-piece molecular cluster, C16H52N8O10 overall in a non-equilibrium geometry. Source: the Open Molecules 2025 dataset; level of theory: ωB97M-V/def2-TZVPD.

```
86
Properties=species:S:1:pos:R:3:forces:R:3
O -8.19224 17.59224 -26.60297 0.8 -0.8 -1.1
O -2.24872 16.47881 -25.07023 1.8 -0.6 -1.2
O -3.68897 24.18906 -23.97731 0.3 -0.1 -0.4
O 1.95807 23.95309 -24.19074 -0.5 0.5 -0.1
O -4.81931 26.50848 -29.06317 0.7 0.5 0.2
O -2.75802 23.51463 -34.87833 -1.1 0.5 0.1
O -0.96799 28.05465 -27.15939 0.5 -0.1 -1.1
O 1.68053 24.74255 -30.60024 -0.2 -0.6 0.1
O -1.90712 20.77825 -27.08934 -0.5 0.1 0.2
O -0.35999 17.01835 -31.86535 0.1 1.3 -0.3
N 1.80358 26.84625 -31.15852 -1.1 7.2 2.2
N -5.08333 23.56776 -22.32365 -1.7 1.2 1.7
N -1.21312 22.89190 -27.51117 -1.1 3.8 1.4
N -1.46812 28.50882 -25.03621 -2.6 -2.0 2.5
N -0.50806 21.33283 -28.73338 2.6 -1.7 -3.9
N -3.87383 22.04802 -23.22329 2.0 -3.4 -1.1
N 2.41033 25.41446 -32.58531 2.0 -1.9 -5.2
N -0.00246 29.74036 -25.95058 2.9 2.4 -2.1
C 2.29770 22.64292 -23.81244 1.1 -0.1 -1.2
C -5.70835 24.28017 -29.11077 1.1 0.5 -0.9
C -4.14705 23.33588 -23.23802 -0.3 1.3 -0.5
C -1.14354 22.08334 -33.84810 0.0 -1.8 0.8
C -1.30995 21.61614 -27.75713 -0.7 -2.7 2.2
C -0.99837 14.70836 -31.88329 0.4 -1.2 1.1
C -1.52182 22.87783 -35.00283 1.0 2.1 -1.5
C 1.96536 25.63261 -31.40392 -1.0 -5.1 2.5
C -4.87708 25.34517 -29.86080 -1.0 0.1 0.5
C -7.71297 19.84154 -25.84570 -1.7 -0.9 -0.1
C -8.72803 18.62322 -25.85294 0.8 1.1 1.4
C -0.53262 15.91942 -31.03782 -0.7 -1.5 -0.2
C -3.30455 15.21447 -23.30531 0.6 0.5 -0.4
C -0.81196 28.72659 -26.16620 -0.8 -0.8 1.1
C 3.25714 22.03533 -24.88351 0.7 -0.2 1.1
C -3.31202 16.47905 -24.20674 -1.2 0.0 1.5
H -3.20606 17.38498 -23.60996 -0.5 0.1 0.6
H 4.23664 22.51247 -24.91538 -0.2 0.9 0.1
H -2.50300 15.25555 -22.56779 0.2 0.2 -0.1
H -3.08175 14.34754 -23.92732 -0.3 -0.1 0.0
H -2.49481 24.43726 -34.84548 -0.9 0.1 0.1
H -0.75058 23.41965 -28.23756 -0.5 0.7 0.7
H -8.79771 16.85386 -26.70201 -0.1 0.1 0.1
H -3.87443 25.00954 -30.12563 0.1 -0.3 0.1
H -2.05649 14.65277 -32.13900 -0.1 1.0 -0.4
H -7.71054 20.28720 -26.84042 0.3 0.1 0.1
H -1.90427 21.31423 -33.71452 0.0 -0.2 0.1
H 1.28960 27.06167 -30.31618 0.3 0.4 -0.1
H -6.71128 19.56386 -25.51767 -0.1 -0.3 -0.2
H -9.74887 18.86788 -26.14639 0.1 0.5 -0.5
H 2.66258 26.18284 -33.19033 -0.1 -0.5 -0.1
H -0.10499 20.41475 -28.85489 -0.4 0.2 -0.1
H 1.99480 27.53412 -31.87292 -0.4 0.1 0.6
H -0.37932 14.45580 -32.74416 0.0 0.6 -0.1
H -8.09426 20.56390 -25.12396 0.0 0.2 -0.1
H 1.39019 22.04616 -23.72077 0.1 -0.3 0.2
H 2.90906 22.04371 -25.91641 -0.5 -0.2 0.2
H -0.22148 21.56022 -34.10158 0.2 0.0 0.4
H -1.07175 22.60024 -32.89114 0.2 0.3 -0.2
H -6.71988 24.65659 -28.95839 0.0 -0.3 -0.2
H -5.26908 24.09402 -28.13072 0.1 -0.1 0.0
H 2.80141 22.76547 -22.85361 0.0 -0.5 0.0
H -0.85449 23.72694 -35.15037 1.0 -0.2 0.2
H 1.31420 23.84711 -24.89486 -0.1 0.4 -0.2
H -5.61255 23.39499 -29.73956 -0.7 -0.4 0.3
H 3.60963 21.05646 -24.55845 -0.7 -0.6 -0.3
H -4.20084 15.04467 -22.70871 -0.3 0.2 -0.4
H 0.10384 30.22161 -25.06900 0.1 -0.4 -0.5
H -2.20105 17.33921 -25.49336 0.1 0.0 -0.1
H -1.27047 16.06155 -30.24821 -0.3 0.4 0.0
H -1.42532 22.38753 -35.97154 -0.4 -0.7 0.1
H -3.28017 21.65072 -23.93730 0.0 0.2 0.1
H -3.97090 26.46134 -28.61644 0.0 0.4 0.3
H -4.25427 21.38540 -22.56276 0.0 0.4 -0.3
H -5.29113 22.81954 -21.67784 -0.5 0.7 0.0
H -0.97075 13.79186 -31.29391 0.4 -0.1 0.5
H -1.22164 17.25703 -32.21492 0.0 0.1 -0.1
H -1.95538 23.29041 -26.95409 0.2 0.4 -0.1
H 0.39591 15.79858 -30.47985 0.2 -0.5 -0.4
H -0.07506 22.12443 -29.18724 0.4 -0.8 -0.3
H -8.84405 18.29341 -24.82053 0.1 0.0 0.4
H -5.35624 25.68166 -30.78020 -0.2 -0.4 -0.2
H -1.83252 27.57267 -24.93160 -0.3 0.3 0.1
H 0.69469 29.80151 -26.67884 0.1 0.8 0.4
H -1.29070 29.00456 -24.17431 0.1 -0.2 -0.4
H 2.25935 24.49567 -32.97663 0.4 0.3 0.0
H -5.53999 24.46837 -22.30229 0.2 -0.3 0.3
H -4.22968 16.56508 -24.78862 -0.4 -0.2 0.2
```
Positions in Å, forces in eV/Å.

Electronic energy, eV: -49829.886
HOMO level, Eh: -0.3541
SMILES: NC(N)=O.NC(N)=O.NC(N)=O.NC(N)=O.CCO.CCO.CCO.CCO.CCO.CCO
Maximum force, eV/Å: 7.567

These are the Löwdin partial charges, in e, on atoms 1 to 4: O -0.076; O -0.069; O 0.023; O -0.088

***

[3]
A 10-piece molecular cluster, C16H52O12 overall in a non-equilibrium geometry. Source: the Open Molecules 2025 dataset; level of theory: ωB97M-V/def2-TZVPD.

```
80
Properties=species:S:1:pos:R:3:forces:R:3
O 3.29057 0.37170 -0.41859 0.2 0.2 0.0
O 0.16887 -0.03943 1.05365 0.5 -1.6 0.0
O 4.30655 -2.39541 3.02011 -0.2 0.0 -0.2
O -3.94283 1.24276 -2.68090 0.6 0.6 0.9
O 0.44405 1.30315 3.38925 -0.2 -0.1 -0.6
O -1.31824 -2.54027 0.81374 0.0 -0.1 -0.1
O 0.75849 0.79341 -1.69457 0.0 -0.9 0.4
O 2.80605 -3.40548 -2.08910 -0.2 0.2 -0.1
O -1.42877 -2.45673 -5.59341 -1.0 0.2 -0.2
O 0.87707 3.54328 -2.11920 0.3 -0.5 -0.5
O 3.37471 -2.49059 0.39494 0.6 -0.2 0.5
O -2.41957 1.96193 3.36667 1.3 0.0 -0.9
C 2.06776 -2.99095 0.19340 0.2 0.2 -0.9
C 1.75175 -2.83801 -1.31975 -0.9 -0.3 1.3
C 1.03335 1.58895 5.71427 0.4 0.3 -0.1
C -0.62971 0.87781 0.38762 0.6 1.0 -0.5
C -2.77631 0.90691 4.24755 -1.7 0.3 -0.6
C 3.97550 -0.67933 4.61883 -0.2 0.5 0.0
C 1.24322 3.52773 -3.50804 0.7 0.8 -0.9
C -0.54093 0.63405 -1.10877 -0.1 0.3 -0.5
C -3.92821 0.05276 3.66428 0.3 -0.3 0.7
C -4.82127 0.61949 -3.55161 -1.0 -1.2 -0.7
C -4.18171 0.46117 -4.89918 0.5 0.1 -0.6
C -2.20993 -2.74201 -3.27532 -0.3 1.0 0.0
C 3.69995 -1.13063 3.17748 0.5 0.7 1.2
C 1.31285 2.00292 4.24589 -0.4 0.5 1.5
C -1.25001 -2.03989 -4.24282 1.2 -1.2 0.2
C 2.78507 3.31415 -3.78386 -1.2 -0.1 0.9
H -2.15515 -2.13652 0.56535 0.0 0.0 0.0
H 3.41500 -1.22308 5.37870 0.0 -0.2 -0.1
H -1.65043 0.81245 0.77609 -0.3 0.3 -0.4
H -5.78338 1.13787 -3.62076 0.1 0.3 -0.1
H 0.76178 4.44758 -1.82600 0.1 0.0 0.0
H 3.72668 0.37608 4.73888 -0.3 0.0 -0.1
H -4.23184 -0.63608 4.45643 -0.2 0.0 -0.1
H 3.92913 -3.14761 -0.04168 0.4 0.5 -0.3
H -3.12528 2.60729 3.29082 -0.1 -0.1 0.1
H 1.40989 -2.44734 0.86869 -0.2 0.0 -0.3
H 4.08295 -2.68493 2.12486 0.0 0.1 0.0
H 2.08893 -4.04636 0.48291 -0.5 -0.1 -0.1
H 1.84948 1.91019 6.36341 0.1 -0.2 0.0
H 0.64878 2.78169 -4.04206 0.2 -0.4 0.4
H -4.81621 0.60388 3.35128 0.1 0.3 0.2
H 2.46166 0.56708 -0.87376 -0.2 -0.1 0.1
H 0.84419 0.52347 5.84788 0.3 -0.1 -0.2
H 4.11822 -0.33869 2.54754 0.2 -0.3 -0.4
H -1.91176 -2.51371 -2.24924 0.2 0.0 0.0
H -3.93756 1.42551 -5.34724 -0.2 0.1 0.0
H -2.33368 -3.82350 -3.32786 0.3 0.1 -0.5
H -3.64965 -0.57345 2.81451 0.4 0.2 0.0
H 3.40933 3.95132 -3.15310 -0.2 0.1 0.0
H -5.07527 -0.37157 -3.16335 0.0 -0.2 0.0
H -3.18460 -2.25854 -3.38365 -0.2 -0.3 -0.1
H -0.40390 1.76299 3.30844 0.0 0.1 0.2
H 0.25288 0.17682 1.99189 0.2 0.4 0.1
H 0.96016 1.71597 -1.89870 -0.6 0.2 0.4
H 2.35378 1.91156 3.93668 -0.1 -0.7 0.0
H 0.15494 2.09379 6.11750 -0.2 0.1 -0.3
H -0.84629 -1.92677 -6.14189 0.0 0.0 -0.1
H -4.28428 1.06202 -1.80179 0.2 0.3 0.2
H -1.29266 -0.95647 -4.10979 -0.3 0.0 -0.1
H -0.21820 1.87879 0.53054 -0.2 0.3 0.4
H -1.92213 0.25703 4.44457 0.1 0.4 -0.1
H 2.73405 -4.36011 -2.15601 -0.3 -0.1 0.1
H 0.74655 -3.26435 -1.42307 0.2 -0.5 -0.6
H 0.87597 4.45092 -3.95846 0.3 0.3 0.0
H 3.01873 2.28024 -3.52588 0.2 0.0 -0.1
H 5.03659 -0.70412 4.87119 0.0 -0.4 -0.2
H 3.06205 3.50175 -4.82067 -0.3 -0.1 -0.1
H -4.78778 -0.11635 -5.59763 -0.2 0.2 0.1
H 2.62736 -1.12993 2.95932 -0.1 -0.3 0.1
H -0.21382 -2.33637 -4.05262 0.0 0.2 0.8
H -3.23036 -0.06720 -4.84967 0.0 -0.1 0.3
H -3.08967 1.46366 5.13116 -0.1 -0.9 0.6
H 3.15555 -0.50855 -0.04976 0.2 -0.1 0.0
H -1.19322 1.31793 -1.65377 -0.4 -0.1 0.3
H 1.60832 -1.80261 -1.63351 0.6 0.1 0.2
H -0.89001 -0.38684 -1.28270 0.3 -0.1 -0.4
H 1.14616 3.08333 4.20991 -0.2 0.1 -0.3
H -0.70031 -1.79362 0.87348 0.0 0.2 0.1
```
Positions in Å, forces in eV/Å.

Electronic energy, eV: -42002.666
HOMO level, Eh: -0.3424
SMILES: OCCO.OCCO.CCO.CCO.CCO.CCO.CCO.CCO.O.O
Maximum force, eV/Å: 1.814

These are the Löwdin partial charges, in e, on atoms 1 to 4: O -0.067; O -0.085; O -0.079; O -0.067

***

For the records above, the corresponding energy above the lowest of the compared OMol25 structures with the same formula, charge and spin values read 0.0 128.1 0.0 kcal per mole.
For the records above, the corresponding E_LUMO values read -12.298 0.316 0.087 eV.